Record 1
A cluster of 8 separate species, C59H38FNO17 in total in a non-equilibrium geometry, computed with the ωB97M-V functional and the def2-TZVPD basis.

As for the structure (SMILES): N#COc1cc(CCF)c2c(c1)C(=O)c1ccccc1C2=O.O=C1C=CC(=O)C=C1.O=C1C=CC(=O)C=C1.O=C1C=CC(=O)C=C1.O=C1C=CC(=O)C=C1.O=C1C=CC(=O)C=C1.O=C1C=CC(=O)C=C1.O=C1C=CC(=O)C=C1. For the total energy, the calculation gives -100793.9793 eV. As for the spin multiplicity: 1. The value obtained for the molar mass is 1051.941 g mol⁻¹. The strongest force on any atom comes out at 6.93 eV/A. The charge is 0.

CARTESIAN COORDINATES (ANGSTROEM)
1 N -3.0655 2.2781 -4.5586
2 C -1.9028 1.9205 -4.5460
3 O -0.5360 1.4763 -4.4832
4 C -0.4284 0.8667 -3.1545
5 C -1.0099 -0.6027 -3.0453
6 C -0.9849 -1.3304 -1.6429
7 C -1.5815 -2.8359 -1.5361
8 C -0.7751 -3.7412 -2.6372
9 F -1.6898 -4.2702 -3.6291
10 C -0.3797 -0.5481 -0.4272
11 C 0.2434 0.9070 -0.5516
12 C 0.2142 1.6231 -1.9487
13 C 0.8835 1.5888 0.7748
14 O 0.9074 2.8550 0.9082
15 C 1.5072 0.5827 1.8458
16 C 2.7057 0.9156 2.8054
17 C 3.2145 -0.1940 3.8149
18 C 2.5834 -1.6492 3.8678
19 C 1.3934 -1.9796 2.9173
20 C 0.8928 -0.8534 1.9671
21 C -0.3589 -1.1884 1.0307
22 O -1.2745 -1.9151 1.5342
23 H -1.4535 -1.1195 -3.9813
24 H -1.3278 -3.3286 -0.5179
25 H -2.7252 -2.8591 -1.7257
26 H -0.2055 -4.5804 -2.0720
27 H 0.0370 -3.1265 -3.1832
28 H 0.6200 2.6916 -2.0926
29 H 3.1679 1.9647 2.7789
30 H 4.0735 -0.0116 4.5685
31 H 2.9821 -2.4503 4.5792
32 H 0.9403 -3.0246 2.9546
33 O -7.3067 3.8656 -3.9102
34 C -7.4308 2.8147 -4.5134
35 C -8.7623 2.2218 -4.7556
36 C -8.8983 1.0704 -5.4137
37 C -7.7224 0.3388 -5.9310
38 O -7.8474 -0.7126 -6.5347
39 C -6.3903 0.9311 -5.6890
40 C -6.2547 2.0828 -5.0304
41 H -9.6124 2.7704 -4.3715
42 H -9.8638 0.6228 -5.5992
43 H -5.5394 0.3821 -6.0736
44 H -5.2867 2.5310 -4.8451
45 O 6.1430 0.2453 5.5581
46 C 5.8921 0.4212 6.7389
47 C 6.0112 1.7584 7.3573
48 C 5.7391 1.9499 8.6488
49 C 5.3054 0.8336 9.5163
50 O 5.0555 1.0098 10.6940
51 C 5.1865 -0.5031 8.8974
52 C 5.4586 -0.6944 7.6055
53 H 6.3293 2.5651 6.7081
54 H 5.8217 2.9222 9.1184
55 H 4.8686 -1.3098 9.5463
56 H 5.3762 -1.6653 7.1366
57 O -8.6744 -3.7367 -9.6574
58 C -7.5481 -4.0401 -9.3093
59 C -6.8356 -3.2769 -8.2628
60 C -5.6004 -3.6096 -7.8842
61 C -4.8924 -4.7553 -8.4927
62 O -3.7656 -5.0596 -8.1452
63 C -5.6049 -5.5186 -9.5393
64 C -6.8398 -5.1864 -9.9182
65 H -7.3679 -2.4407 -7.8261
66 H -5.0636 -3.0614 -7.1200
67 H -5.0720 -6.3545 -9.9755
68 H -7.3766 -5.7348 -10.6824
69 O 3.1044 -0.4135 -0.4475
70 C 4.0436 0.2088 -0.9096
71 C 5.4304 -0.0635 -0.4772
72 C 6.4591 0.6197 -0.9813
73 C 6.2566 1.6767 -1.9946
74 O 7.1962 2.2984 -2.4556
75 C 4.8697 1.9489 -2.4270
76 C 3.8410 1.2656 -1.9227
77 H 5.5614 -0.8411 0.2653
78 H 7.4811 0.4339 -0.6754
79 H 4.7385 2.7266 -3.1693
80 H 2.8191 1.4513 -2.2284
81 O -10.7088 0.1830 -3.6846
82 C -10.9711 0.3451 -2.5048
83 C -10.8539 1.6728 -1.8649
84 C -11.1394 1.8463 -0.5737
85 C -11.5867 0.7196 0.2724
86 O -11.8489 0.8792 1.4498
87 C -11.7039 -0.6077 -0.3671
88 C -11.4183 -0.7812 -1.6584
89 H -10.5261 2.4875 -2.4974
90 H -11.0584 2.8112 -0.0891
91 H -12.0320 -1.4224 0.2665
92 H -11.4993 -1.7463 -2.1429
93 O 7.2458 -2.9622 7.1264
94 C 8.3054 -3.0540 6.5318
95 C 8.8857 -4.3713 6.1968
96 C 10.0466 -4.4710 5.5478
97 C 10.8014 -3.2689 5.1345
98 O 11.8594 -3.3606 4.5407
99 C 10.2208 -1.9515 5.4696
100 C 9.0599 -1.8520 6.1186
101 H 8.3200 -5.2416 6.5058
102 H 10.4865 -5.4276 5.2950
103 H 10.7864 -1.0811 5.1606
104 H 8.6200 -0.8954 6.3713
105 O 4.4781 8.0107 4.8020
106 C 4.3580 6.9546 4.2101
107 C 3.0289 6.3495 3.9806
108 C 2.8989 5.1903 3.3334
109 C 4.0771 4.4633 2.8172
110 O 3.9563 3.4047 2.2241
111 C 5.4060 5.0674 3.0461
112 C 5.5365 6.2264 3.6932
113 H 2.1762 6.8956 4.3646
114 H 1.9333 4.7321 3.1568
115 H 6.2585 4.5209 2.6617
116 H 6.5020 6.6839 3.8692

Here are the Mulliken charges for atoms 1 to 2, given in e: -0.597, 0.551

---

Record 2
A structure of composition C34H26Cl3N4O4PSTi, computed with the ωB97M-V functional and the def2-TZVPD basis.

For the total energy, the calculation gives -130640.8815 eV. As for the spin multiplicity: 3. The value obtained for the molar mass is 771.873 g mol⁻¹. The strongest force on any atom comes out at 0.31 eV/A. The charge is 0. As for the expectation value of S²: 2.005.

CARTESIAN COORDINATES (ANGSTROEM)
1 Ti -0.5857 -0.0623 0.7228
2 N 1.9149 1.6474 -0.5856
3 P 1.7750 -0.0565 -0.4416
4 C 3.3885 -0.4600 0.2784
5 C 4.5916 -0.0802 -0.3177
6 C 5.7956 -0.3941 0.2879
7 C 5.8103 -1.1041 1.4846
8 C 4.6215 -1.5044 2.0716
9 C 3.4133 -1.1794 1.4675
10 C 1.9657 -0.6576 -2.1552
11 C 1.4839 0.0786 -3.2347
12 C 1.5320 -0.4449 -4.5190
13 C 2.0536 -1.7113 -4.7371
14 C 2.5335 -2.4531 -3.6669
15 C 2.4902 -1.9295 -2.3842
16 C 0.7932 2.4075 -0.8241
17 C 0.8839 3.7747 -1.1069
18 C -0.2613 4.4371 -1.4840
19 C -1.4656 3.7424 -1.5803
20 C -1.4744 2.4144 -1.2219
21 N -0.3756 1.7551 -0.8155
22 H 2.8098 2.1071 -0.6389
23 H 4.5882 0.4436 -1.2679
24 H 6.7269 -0.0943 -0.1748
25 H 6.7547 -1.3481 1.9536
26 H 4.6232 -2.0588 3.0009
27 H 2.4854 -1.4935 1.9271
28 H 1.0657 1.0654 -3.0830
29 H 1.1573 0.1384 -5.3501
30 H 2.0882 -2.1193 -5.7388
31 H 2.9476 -3.4395 -3.8311
32 H 2.8856 -2.5116 -1.5592
33 H 1.8412 4.2745 -1.0456
34 H -0.2214 5.4935 -1.7175
35 H -2.3804 4.2206 -1.8963
36 H -2.3859 1.8301 -1.2433
37 O -4.5588 0.2514 2.0885
38 S -3.9165 0.7689 0.9078
39 O -4.7835 1.1717 -0.1814
40 N -2.7426 -0.2109 0.3754
41 C -3.2049 -1.4761 -0.0274
42 C -4.5145 -1.8461 -0.2546
43 C -4.8481 -3.1562 -0.6550
44 C -3.9025 -4.1208 -0.8310
45 C -2.5471 -3.7919 -0.6018
46 C -1.5073 -4.7393 -0.7169
47 C -0.2208 -4.3755 -0.4407
48 C 0.0291 -3.0449 -0.0725
49 N -0.9064 -2.1260 0.0174
50 C -2.2011 -2.4799 -0.2208
51 C -3.0634 2.2587 1.3854
52 C -3.7072 3.4511 1.0825
53 C -3.1270 4.6556 1.4493
54 C -1.8969 4.6776 2.0891
55 C -1.2561 3.4848 2.3969
56 C -1.8573 2.2800 2.0657
57 H -5.3157 -1.1356 -0.1280
58 H -5.8931 -3.3877 -0.8179
59 H -4.1651 -5.1271 -1.1300
60 H -1.7505 -5.7532 -1.0111
61 H 0.6008 -5.0751 -0.4975
62 H 1.0411 -2.7323 0.1614
63 H -4.6465 3.4234 0.5481
64 H -3.6331 5.5844 1.2189
65 H -1.4409 5.6226 2.3552
66 H -0.2972 3.4793 2.8985
67 H -1.3658 1.3654 2.3817
68 Cl 2.4561 0.6352 4.6863
69 C 1.0679 -0.4339 4.4678
70 Cl 1.6117 -2.1264 4.6059
71 Cl -0.1554 -0.0977 5.6898
72 C 0.4196 -0.2471 3.0693
73 O 0.8495 0.6508 2.3055
74 O -0.5207 -1.0053 2.7671

Here are the Mulliken charges for atoms 1 to 2, given in e: -0.074, 0.543

---

Record 3
A structure of composition C47H47N2O6P2Pd in a non-equilibrium geometry, computed with the ωB97M-V functional and the def2-TZVPD basis.

For the total energy, the calculation gives -86819.1317 eV. As for the spin multiplicity: 1. The value obtained for the molar mass is 904.269 g mol⁻¹. The strongest force on any atom comes out at 2.17 eV/A. The charge is +1.

CARTESIAN COORDINATES (ANGSTROEM)
1 C -0.1014 -1.2647 5.2834
2 C 1.2695 -1.4700 5.1039
3 C 2.0029 -0.6277 4.2666
4 C 1.3099 0.3802 3.6032
5 O 1.9395 1.0549 2.5334
6 P 2.2164 0.4588 1.0497
7 O 3.1686 1.6031 0.4199
8 C 3.4651 2.8863 0.8932
9 C 4.8164 3.2095 0.9955
10 C 5.1575 4.4455 1.5479
11 C 4.1549 5.3293 1.9558
12 C 2.8067 5.0156 1.7583
13 C 2.4452 3.7703 1.2358
14 O 3.2728 -0.7425 1.3335
15 C 4.5510 -0.9137 0.8035
16 C 5.5283 -1.3123 1.7111
17 C 6.8471 -1.4258 1.2672
18 C 7.1557 -1.1732 -0.0721
19 C 6.1507 -0.8186 -0.9746
20 C 4.8302 -0.6707 -0.5388
21 Pd 0.5049 -0.2284 -0.2848
22 P -1.6711 0.1122 0.3998
23 O -2.1951 -0.5911 1.7806
24 C -3.4503 -0.5314 2.4316
25 C -4.0283 -1.7401 2.7990
26 C -5.3429 -1.7280 3.2608
27 C -6.0153 -0.5144 3.4201
28 C -5.3657 0.6939 3.1696
29 C -4.0536 0.6951 2.6903
30 O -2.0190 1.6982 0.6115
31 C -2.7899 2.4886 -0.2494
32 C -3.8104 3.2296 0.3333
33 C -4.8022 3.7437 -0.5027
34 C -4.6981 3.6002 -1.8884
35 C -3.5764 2.9793 -2.4484
36 C -2.6026 2.4123 -1.6253
37 O -2.8226 -0.3229 -0.6744
38 C -3.6929 -1.4194 -0.6338
39 C -5.0510 -1.1505 -0.7943
40 C -5.9506 -2.1967 -0.5852
41 C -5.4807 -3.4722 -0.2709
42 C -4.1098 -3.7339 -0.2172
43 C -3.1935 -2.6982 -0.4160
44 C 0.7228 -2.1459 -1.5073
45 C 1.5248 -3.1942 -0.8653
46 C 0.9812 -3.8930 0.2262
47 C 1.7691 -4.7660 0.9695
48 C 3.1075 -4.9726 0.6224
49 C 3.6454 -4.3038 -0.4812
50 C 2.8470 -3.4767 -1.2667
51 C 1.2758 -1.0473 -2.2058
52 C 0.4316 0.0367 -2.5257
53 C -0.0191 0.6892 3.8680
54 C -0.7322 -0.1550 4.7191
55 H -0.6810 -1.9693 5.8860
56 H 1.7819 -2.2812 5.6240
57 H 3.0754 -0.7550 4.1124
58 H 5.5577 2.4874 0.6494
59 H 6.2107 4.7057 1.6445
60 H 4.4255 6.2712 2.4338
61 H 2.0262 5.7302 2.0192
62 H 1.4007 3.4929 1.0811
63 H 5.2347 -1.5073 2.7439
64 H 7.6205 -1.7174 1.9785
65 H 8.1897 -1.2479 -0.4151
66 H 6.3865 -0.6465 -2.0262
67 H 4.0360 -0.3911 -1.2351
68 H -3.4529 -2.6564 2.6838
69 H -5.8290 -2.6708 3.5060
70 H -7.0533 -0.5077 3.7643
71 H -5.8580 1.6506 3.3492
72 H -3.4946 1.6139 2.5291
73 H -3.8442 3.3412 1.4165
74 H -5.6499 4.2601 -0.0555
75 H -5.4854 3.9872 -2.5381
76 H -3.4611 2.9181 -3.5301
77 H -1.7283 1.9080 -2.0373
78 H -5.3738 -0.1409 -1.0555
79 H -7.0196 -2.0061 -0.6762
80 H -6.1900 -4.2787 -0.0822
81 H -3.7402 -4.7370 -0.0079
82 H -2.1159 -2.8652 -0.3842
83 H -0.3475 -2.3424 -1.6359
84 H -0.0624 -3.7147 0.4903
85 H 1.3368 -5.2836 1.8254
86 H 3.7273 -5.6481 1.2132
87 H 4.6992 -4.4303 -0.7332
88 H 3.2373 -3.0213 -2.1771
89 H 2.3286 -1.0393 -2.4701
90 H -0.6262 -0.1431 -2.7298
91 H 0.8569 0.9797 -2.8625
92 H -0.4775 1.5522 3.3876
93 H -1.7722 0.0777 4.9457
94 C 0.7051 0.2398 -6.2211
95 N 0.1464 1.3383 -5.4583
96 N -0.9038 1.9671 -6.2157
97 C -0.3339 2.8992 -7.1654
98 H 1.6599 -0.0400 -5.7698
99 H 0.0424 -0.6385 -6.2074
100 H 0.8617 0.5613 -7.2537
101 H -0.2878 0.9878 -4.6071
102 H -1.4793 2.4677 -5.5413
103 H -1.1288 3.2151 -7.8421
104 H 0.0634 3.7895 -6.6595
105 H 0.4619 2.4069 -7.7261

Here are the Mulliken charges for atoms 1 to 2, given in e: -0.809, -0.512